{
  "formula": "C44H59F9N8O2S2",
  "method": "ωB97M-V with the def2-TZVPD basis set",
  "symbols": ["C", "C", "C", "C", "C", "C", "C", "C", "C", "C", "C", "C", "N", "C", "C", "C", "C", "C", "F", "F", "C", "F", "F", "S", "F", "F", "F", "F", "F", "C", "C", "C", "C", "C", "N", "C", "C", "C", "C", "C", "O", "C", "O", "C", "C", "C", "S", "H", "H", "H", "H", "H", "H", "H", "H", "H", "H", "H", "H", "H", "H", "H", "H", "H", "H", "H", "H", "H", "H", "H", "H", "H", "H", "H", "H", "H", "H", "H", "H", "H", "H", "H", "H", "H", "H", "H", "H", "H", "C", "C", "N", "H", "H", "H", "C", "C", "N", "H", "H", "H", "C", "C", "N", "H", "H", "H", "C", "C", "N", "H", "H", "H", "C", "C", "N", "H", "H", "H", "C", "C", "N", "H", "H", "H"],
  "coordinates": [[-8.187199, -1.926320, 1.280320], [-8.269542, -1.395793, -0.178132], [-7.768772, -2.405622, -1.226282], [-6.325350, -2.897035, -0.975039], [-5.284447, -1.968300, -1.631488], [-3.938476, -2.041179, -0.886626], [-2.984247, -0.895865, -1.194680], [-3.088620, -0.230512, -2.420755], [-2.210906, 0.798057, -2.716654], [-1.221767, 1.166572, -1.811116], [-1.077838, 0.530652, -0.583421], [-1.990051, -0.513632, -0.305157], [-0.077697, 0.832537, 0.396871], [1.050296, -0.149203, 0.377682], [0.815538, -1.264244, 1.428495], [2.057951, -1.718039, 2.209790], [3.047276, -2.660562, 1.467061], [4.015883, -3.256621, 2.478365], [3.405736, -3.925896, 3.475727], [4.634841, -2.194870, 3.088090], [5.188682, -4.063400, 1.852617], [6.231230, -4.039821, 2.691670], [5.609384, -3.469007, 0.738456], [4.839514, -5.888285, 1.486417], [3.274346, -5.636357, 1.384354], [4.948992, -5.642435, -0.098623], [6.404639, -6.196429, 1.491893], [4.762769, -6.220741, 3.026043], [4.567178, -7.418894, 1.173463], [0.384479, 2.194596, 0.403296], [0.835479, 2.724809, 1.628446], [0.882516, 1.925901, 2.921851], [2.401119, 1.721100, 3.216737], [3.081692, 1.855441, 4.601578], [3.150106, 1.466261, 2.224287], [1.281655, 4.037044, 1.715846], [1.327000, 4.857270, 0.599118], [0.930367, 4.350363, -0.633339], [1.043236, 5.261157, -1.834715], [1.917418, 4.705755, -2.982003], [2.991173, 3.889707, -2.473984], [3.200015, 2.723338, -3.166167], [3.364763, 1.693717, -2.578639], [3.235478, 2.669260, -4.698330], [1.990377, 1.876629, -5.172425], [0.448373, 3.045362, -0.711728], [-0.134540, 2.476742, -2.299911], [-7.904272, -2.981865, 1.239953], [-9.125739, -1.802458, 1.814651], [-7.409683, -1.378998, 1.808598], [-9.308351, -1.146005, -0.413667], [-7.688894, -0.475006, -0.278507], [-8.454644, -3.252621, -1.323175], [-7.770826, -1.888870, -2.194014], [-6.091302, -2.970122, 0.090116], [-6.265363, -3.916927, -1.368804], [-5.174414, -2.295865, -2.669100], [-5.613016, -0.924138, -1.653037], [-3.420555, -2.935010, -1.260521], [-4.052535, -2.195384, 0.187711], [-3.834467, -0.497128, -3.158041], [-2.295805, 1.286885, -3.681547], [-1.928926, -1.034440, 0.640740], [1.004122, -0.648168, -0.590676], [2.017306, 0.336319, 0.486901], [0.031105, -0.987437, 2.136554], [0.440873, -2.135051, 0.899814], [1.679339, -2.322004, 3.047314], [2.597676, -0.885831, 2.654782], [3.613451, -2.132313, 0.701618], [2.476189, -3.430642, 0.957238], [0.400601, 2.486017, 3.719592], [0.359171, 0.973458, 2.855007], [3.466415, 2.877652, 4.695120], [2.470242, 1.636769, 5.472291], [3.966646, 1.214808, 4.563292], [4.120213, 1.377876, 2.524855], [1.605643, 4.442089, 2.670171], [1.687845, 5.873635, 0.703740], [1.522906, 6.189208, -1.510756], [0.051128, 5.559372, -2.190558], [1.285798, 4.240338, -3.727845], [2.377317, 5.570958, -3.482077], [3.193664, 3.675403, -5.127092], [4.129158, 2.135796, -5.017097], [1.077965, 2.353473, -4.825985], [2.005647, 1.858928, -6.264613], [2.014449, 0.870571, -4.753647], [-7.869567, -1.860113, 5.597544], [-8.131372, -0.853458, 4.570026], [-8.339374, -0.065337, 3.763670], [-7.336240, -2.702362, 5.160410], [-7.264504, -1.427659, 6.391840], [-8.809877, -2.212404, 6.016774], [-0.905465, -5.358921, 1.811450], [-1.180539, -4.288284, 0.854192], [-1.375907, -3.438432, 0.108164], [-0.410060, -6.186389, 1.306821], [-0.257871, -4.986539, 2.604397], [-1.837295, -5.713377, 2.247818], [3.935797, -3.408567, -2.642345], [2.771011, -3.082369, -1.821749], [1.860937, -2.814693, -1.175734], [4.765187, -2.753714, -2.380506], [4.229439, -4.442571, -2.471296], [3.693038, -3.273242, -3.694398], [-0.803281, 6.063231, -7.077356], [-0.798915, 5.281507, -5.841830], [-0.791564, 4.669522, -4.870447], [-0.676238, 7.118762, -6.845475], [0.012216, 5.739227, -7.721262], [-1.748101, 5.922703, -7.598530], [5.824177, 5.287371, -3.807789], [5.544810, 6.175818, -4.935299], [5.318444, 6.867854, -5.822206], [6.490901, 4.487161, -4.124978], [6.298317, 5.844142, -3.002129], [4.898677, 4.845910, -3.441603], [0.924476, -0.496978, 7.621662], [0.591451, 0.507055, 6.612351], [0.335445, 1.298368, 5.821802], [1.507690, -1.296177, 7.167588], [1.506666, -0.039008, 8.418908], [0.011368, -0.914517, 8.040957]],
  "forces_ev_per_angstrom": [[0.3, 0.1, -0.9], [-0.2, -0.4, 0.1], [0.3, 0.4, 0.1], [-0.4, 0.3, -0.3], [0.1, -0.4, 0.7], [0.6, -0.2, -1.1], [-0.5, -0.1, -0.2], [0.4, 0.2, 0.2], [-0.2, -0.3, 0.0], [0.5, 0.5, 0.0], [-0.9, -0.9, 0.2], [0.2, 0.6, 0.0], [0.5, 0.9, -0.9], [-1.0, -0.9, 0.1], [0.8, -0.1, -0.3], [-0.1, -0.7, 0.4], [-0.7, 0.3, 0.4], [-0.3, 1.5, -0.6], [0.1, -0.5, -0.1], [0.3, -0.1, 0.1], [0.5, 0.0, 0.6], [-0.1, -0.3, 0.3], [-0.3, 0.1, -0.3], [0.7, -0.7, -1.2], [0.0, 0.0, 0.3], [-0.2, 0.0, 0.3], [-0.2, 0.0, 0.1], [-0.2, 0.2, 0.0], [0.0, 0.2, 0.2], [0.3, 0.6, 0.8], [-0.6, -0.2, 0.2], [1.2, 0.4, -0.2], [0.1, -0.2, 0.6], [-0.2, 0.2, -0.7], [-0.1, 0.1, -0.1], [-0.1, 0.3, -0.4], [0.0, -0.7, 0.2], [0.0, 0.5, 0.1], [0.5, -0.1, 0.1], [0.0, 1.4, -0.2], [-0.5, -0.6, -0.7], [0.1, -0.8, -0.2], [0.4, 0.1, 0.5], [-1.2, 0.6, 0.4], [0.6, 0.3, 0.0], [-0.5, -0.6, -0.3], [0.0, -0.1, 0.5], [-0.2, 0.0, 0.3], [0.1, 0.0, 0.0], [-0.1, -0.2, 0.2], [0.1, 0.1, 0.0], [-0.1, 0.0, 0.1], [0.0, 0.1, 0.2], [-0.1, -0.2, 0.0], [-0.3, 0.0, 0.0], [0.4, 0.1, 0.0], [0.1, 0.2, 0.0], [-0.3, -0.1, 0.1], [-0.1, -0.1, 0.3], [-0.1, 0.2, 0.0], [0.0, -0.1, 0.1], [0.1, 0.2, 0.1], [0.1, 0.1, 0.0], [0.3, 0.2, -0.1], [-0.2, 0.2, 0.2], [0.1, 0.2, 0.0], [-0.1, 0.0, 0.0], [0.0, 0.2, 0.0], [0.0, 0.1, -0.2], [0.1, 0.0, 0.1], [0.1, -0.1, 0.1], [0.1, 0.0, 0.0], [0.2, 0.0, -0.1], [-0.2, 0.0, 0.0], [0.1, 0.0, -0.3], [-0.1, -0.1, 0.2], [0.0, -0.1, 0.0], [0.0, -0.2, 0.0], [0.0, 0.0, -0.2], [-0.1, -0.1, 0.2], [0.1, -0.3, -0.3], [0.2, -0.6, 0.0], [-0.1, -0.1, 0.0], [0.2, -0.1, -0.1], [0.1, 0.2, 0.2], [-0.1, 0.0, -0.1], [-0.2, -0.2, 0.1], [0.0, 0.0, -0.2], [0.0, 0.1, -0.1], [0.0, 0.0, 0.2], [0.0, 0.1, 0.1], [0.0, 0.0, 0.0], [0.0, 0.0, 0.0], [0.0, 0.0, 0.0], [0.0, 0.1, -0.1], [0.0, -0.1, 0.1], [0.0, -0.4, 0.0], [0.0, 0.0, 0.0], [0.0, 0.0, 0.0], [0.0, 0.0, 0.0], [-0.1, 0.0, 0.1], [0.0, 0.0, -0.2], [0.0, -0.2, -0.4], [0.0, 0.0, 0.0], [0.0, 0.0, 0.0], [0.0, 0.0, 0.0], [0.0, -0.1, 0.1], [0.0, 0.1, -0.1], [0.0, 0.1, -0.2], [0.0, 0.0, 0.0], [0.0, 0.0, 0.0], [0.0, 0.0, 0.0], [0.0, 0.0, -0.1], [0.0, -0.1, 0.1], [0.0, 0.0, 0.0], [0.0, 0.0, 0.0], [0.0, 0.0, 0.0], [0.0, 0.1, 0.1], [0.0, 0.1, -0.1], [-0.2, -0.1, 0.1], [-0.3, -0.2, 0.4], [0.0, 0.0, 0.0], [0.0, 0.0, 0.0], [0.0, 0.0, 0.0]],
  "e_lumo_ev": 0.25,
  "total_charge": 0,
  "smiles": "[H]/N=C(\\C)Cc1ccc(CCOC(=O)CC)c2c1N(CCCCC(F)(F)C(F)(F)S(F)(F)(F)(F)F)c1cc(CCCCCC)ccc1S2.CC#N.CC#N.CC#N.CC#N.CC#N.CC#N",
  "spin_multiplicity": 1
}